Density functional theory data (ωB97M-V/def2-TZVPD) for a 2-piece molecular cluster, C2H4BrClO overall.

The value obtained for the frontier orbital gap (spin up / spin down) is 8.281 / 8.431 eV. As for the relative energy (zero: lowest compared OMol25 entry of this formula, charge and spin): 2.7328 eV. The calculation puts the HOMO energy (spin up / spin down) at -8.14 / -8.24 eV. For the calculated total energy, the calculation gives -3187.923762 Eh.

```
9
Properties=species:S:1:pos:R:3:lowdin_charge:R:1
C -0.360 1.274 0.572 -0.569
C 0.712 -0.736 -0.294 -0.750
O -0.206 -0.989 -1.272 -0.137
Cl -1.924 0.762 0.567 0.652
Br 0.848 -1.936 1.137 0.679
H 0.358 1.210 1.311 -0.010
H -0.071 1.743 -0.387 0.038
H 1.741 -0.471 -0.676 0.081
H -1.097 -0.858 -0.957 0.016
```